9
Properties=species:S:1:pos:R:3:mulliken_charge:R:1 method="wB97M-V/def2-TZVPD" gap_ha=0.27219 charge=-1 relative_energy_kj_mol=70.8
C 0.62 -0.91 0.44 0.530
C 1.60 0.12 0.36 -0.411
O -0.36 -1.20 -0.19 -0.584
S -2.93 0.69 -1.57 -0.354
S 1.71 1.77 0.66 -0.378
S 1.19 -1.49 1.89 -0.414
H 2.53 -0.25 0.09 0.266
H -1.93 -0.09 -1.19 0.200
H -2.43 1.36 -0.49 0.146



42
Properties=species:S:1:pos:R:3:mulliken_charge:R:1 method="wB97M-V/def2-TZVPD" gap_ha=0.37235 relative_energy_kj_mol=438.6
O 3.00 3.64 1.73 -0.654
H 2.57 4.11 2.40 0.307
H 2.99 4.23 0.79 0.345
O 3.25 -1.96 1.29 -0.515
H 3.79 -1.33 1.20 0.272
H 3.53 -2.79 0.86 0.263
O 0.24 -2.39 -3.44 -0.560
H -0.65 -2.62 -3.56 0.266
H 0.68 -2.66 -4.26 0.309
O 0.61 1.02 -1.71 -0.636
H 0.46 2.02 -1.90 0.300
H 1.56 0.92 -1.33 0.295
O -1.93 1.34 2.26 -0.582
H -1.93 0.37 2.00 0.306
H -2.89 1.58 2.31 0.300
O 3.02 0.57 0.33 -0.681
H 2.18 0.27 0.68 0.256
H 3.10 1.47 0.86 0.377
O -0.94 4.04 1.76 -0.624
H -1.64 4.34 1.16 0.284
H -1.00 3.24 2.25 0.341
O -3.04 -2.30 -2.97 -0.574
H -3.81 -2.04 -2.56 0.275
H -2.90 -3.23 -3.01 0.281
O -3.49 1.04 -1.03 -0.622
H -2.67 1.17 -1.44 0.321
H -3.36 0.65 -0.18 0.280
O 1.60 -0.77 4.36 -0.605
H 2.13 -0.74 3.55 0.306
H 1.70 0.05 4.72 0.294
O 3.20 -0.89 -3.22 -0.612
H 3.14 -1.83 -3.27 0.293
H 2.35 -0.56 -2.93 0.314
O -3.28 -2.65 2.95 -0.651
H -2.82 -3.30 2.35 0.320
H -2.80 -2.68 3.81 0.329
O -1.93 0.33 -2.82 -0.531
H -1.18 0.70 -2.60 0.360
H -1.77 -0.58 -3.01 0.243
O -0.76 -0.63 0.67 -0.511
H -0.33 -0.05 0.03 0.284
H 0.02 -1.06 0.96 0.238



8
Properties=species:S:1:pos:R:3:mulliken_charge:R:1 method="wB97M-V/def2-TZVPD" gap_ha=0.34852 relative_energy_kj_mol=365.3 smiles="O=[S@@H](O)=CF"
O 0.88 -1.07 -1.25 -0.535
S 0.05 -0.12 -0.53 0.806
O -1.25 -0.97 -0.06 -0.479
C 0.80 0.72 0.84 -0.282
F -0.06 1.60 1.44 -0.202
H -0.86 0.18 -1.56 0.114
H -1.27 -1.49 0.70 0.330
H 1.72 1.14 0.43 0.248



88
Properties=species:S:1:pos:R:3:mulliken_charge:R:1 method="wB97M-V/def2-TZVPD" gap_ha=0.21323 charge=-1
Ag 0.20 -0.34 0.51 1.498
C 2.60 4.47 2.20 -1.096
N 2.75 3.14 2.72 0.295
C 3.51 2.98 3.95 -0.729
C 3.41 1.49 4.20 -0.628
N 2.11 1.20 3.62 0.149
C 1.67 -0.19 3.55 -0.344
C 1.83 2.10 2.59 -0.647
N 0.92 1.88 1.72 0.356
C 0.50 2.86 0.73 -1.089
C -0.90 2.55 0.20 -0.876
N -0.84 1.52 -0.83 0.397
C -1.67 1.38 -1.80 -0.460
N -1.51 0.45 -2.81 0.240
C -0.62 -0.70 -2.69 -0.507
C -2.75 0.26 -3.54 -0.565
C -3.42 1.60 -3.33 -0.805
N -2.88 2.05 -2.05 0.418
C -3.12 3.44 -1.71 -1.284
H 3.53 5.01 2.39 0.338
H 1.79 5.03 2.67 0.347
H 2.45 4.47 1.12 0.349
H 3.07 3.55 4.78 0.340
H 4.54 3.31 3.81 0.410
H 3.43 1.23 5.25 0.357
H 4.21 0.94 3.68 0.276
H 1.60 -0.58 4.57 0.429
H 2.36 -0.81 2.97 0.226
H 0.69 -0.24 3.10 -0.470
H 1.18 2.84 -0.14 0.302
H 0.48 3.88 1.11 0.470
H -1.32 3.49 -0.14 0.462
H -1.50 2.20 1.05 0.025
H 0.27 -0.45 -2.12 -0.637
H -0.30 -1.02 -3.68 0.327
H -1.13 -1.54 -2.19 0.440
H -3.33 -0.55 -3.11 0.237
H -2.55 0.04 -4.58 0.354
H -4.51 1.52 -3.28 0.407
H -3.16 2.30 -4.14 0.399
H -4.08 3.72 -2.15 0.440
H -2.35 4.11 -2.11 0.364
H -3.21 3.59 -0.64 0.343
C -2.30 -0.71 3.36 -1.497
Si -1.63 -1.53 1.77 0.310
C -1.43 -3.33 2.33 -1.290
C -3.23 -1.58 0.72 0.439
C -3.76 -2.75 0.14 0.056
C -4.93 -2.73 -0.61 -0.629
C -5.63 -1.54 -0.79 -0.560
C -5.13 -0.37 -0.23 -0.507
C -3.95 -0.39 0.50 0.029
H -3.13 -1.30 3.78 0.415
H -2.66 0.31 3.16 0.333
H -1.51 -0.64 4.12 0.346
H -2.37 -3.73 2.75 0.359
H -0.65 -3.39 3.11 0.251
H -1.10 -3.99 1.51 0.264
H -3.24 -3.70 0.29 0.219
H -5.31 -3.65 -1.05 0.364
H -6.55 -1.52 -1.37 0.340
H -5.66 0.57 -0.37 0.394
H -3.56 0.55 0.91 -0.109
C 2.50 1.19 -2.16 -0.661
Si 3.16 -0.27 -1.19 -0.078
C 3.89 0.42 0.40 -0.007
C 4.70 -0.81 -2.15 -1.356
N 1.92 -1.36 -0.84 -0.264
C 1.64 -2.60 -1.36 0.000
C 2.40 -3.28 -2.35 -0.250
C 2.04 -4.53 -2.84 -0.652
C 0.90 -5.20 -2.38 -0.703
C 0.14 -4.57 -1.40 -0.262
C 0.49 -3.32 -0.91 0.089
H 3.20 2.04 -2.15 0.388
H 1.53 1.53 -1.76 -0.133
H 2.34 0.91 -3.21 0.288
H 4.71 1.12 0.18 0.294
H 4.28 -0.40 1.02 0.288
H 3.13 0.96 0.99 -0.460
H 5.43 0.01 -2.12 0.284
H 4.49 -1.04 -3.21 0.328
H 5.17 -1.70 -1.70 0.360
H 3.29 -2.80 -2.75 0.099
H 2.66 -4.99 -3.60 0.364
H 0.63 -6.17 -2.77 0.352
H -0.75 -5.05 -1.02 0.355
H -0.12 -2.85 -0.14 -0.052